C9H10NO3S2 | the ωB97M-V functional and the def2-TZVPD basis

Results
Total energy   -38795.3881 eV
<S²>   2.04
2S+1   3
E_HOMO (alpha / beta)   -0.520 / -4.870 eV
Net charge   -1
LUMO (alpha / beta)   3.09 / 1.24 eV
HOMO-LUMO gap (alpha / beta)   3.61 / 6.11 eV

```
25
C9H10NO3S2, DFT the ωB97M-V functional and the def2-TZVPD basis
C -1.4634 2.6736 1.6373
C -0.1541 3.1820 1.7312
C -1.6550 1.4817 0.9635
C 0.9567 2.4981 1.2447
C -0.6171 0.7954 0.4897
C 0.6890 1.2432 0.7093
C 0.5750 -0.8486 -0.5673
C 0.5147 -1.2730 -3.0248
C 0.6574 -1.8649 -1.6225
N -0.6898 -0.2854 -0.4096
O 1.3815 -3.3212 1.4622
O 0.0583 -1.3968 2.3216
O -0.9768 -2.8849 0.5418
S 1.8794 0.2462 -0.1259
S 0.3069 -2.3252 1.1784
H -2.3373 3.2861 1.9734
H 0.0419 4.2392 2.1183
H -2.6445 1.1334 0.9476
H 1.8906 2.8902 1.5556
H -0.3454 -0.4692 -2.8179
H 0.1664 -1.9836 -3.8605
H 1.5468 -0.7694 -3.2001
H 1.6103 -2.3853 -1.5968
H -0.0011 -2.7654 -1.4026
H -1.3904 -1.0961 -0.2467
```

***

C9H10NO5 | the ωB97M-V functional and the def2-TZVPD basis

Results
Total energy   -21216.2001 eV
<S²>   2.01
2S+1   3
Energy above the lowest of the compared OMol25 structures with the same formula, charge and spin   79.3 kcal/mol
E_HOMO (alpha / beta)   -2.094 / -3.975 eV
Net charge   -1
LUMO (alpha / beta)   3.50 / 1.60 eV
HOMO-LUMO gap (alpha / beta)   5.60 / 5.57 eV

```
25
C9H10NO5, DFT the ωB97M-V functional and the def2-TZVPD basis
C -2.9576 1.7179 0.3114
C -1.3982 -1.6698 0.6695
C -0.7779 -1.4385 -1.5919
C -0.9509 1.7668 -1.0462
C 0.0025 1.5489 0.1390
C -2.3294 1.2960 -0.7260
C -0.6938 -0.7757 0.1407
C 3.1081 -0.8516 0.4556
C 1.9163 -1.1907 1.2964
N 0.3187 0.1783 0.3130
O -1.8771 -1.3469 -2.0669
O -3.7132 2.0353 1.1386
O -2.3689 -2.3627 0.9178
O 0.3594 -1.7433 -1.8711
O 0.9878 -0.0848 1.4861
H -0.8960 2.8360 -1.3215
H -0.4941 1.0531 -1.7583
H 0.9540 1.9551 -0.2613
H -0.2690 2.1495 1.0233
H -2.5843 0.4806 -1.3609
H 2.8855 -0.4375 -0.5490
H 3.5280 0.0818 0.9691
H 3.7189 -1.7064 0.3860
H 2.2516 -1.4655 2.3022
H 1.2797 -2.0257 1.0043
```

***

C9H10O2S | the ωB97M-V functional and the def2-TZVPD basis

Results
Total energy   -24417.1287 eV
<S²>   2.01
2S+1   3
Energy above the lowest of the compared OMol25 structures with the same formula, charge and spin   58.5 kcal/mol
E_HOMO (alpha / beta)   -6.758 / -9.100 eV
LUMO (alpha / beta)   0.73 / -2.08 eV
HOMO-LUMO gap (alpha / beta)   7.49 / 7.02 eV

```
22
C9H10O2S, DFT the ωB97M-V functional and the def2-TZVPD basis
C -2.2512 1.8418 0.8483
C -0.8864 2.2074 0.9743
C -2.7677 0.6638 0.3115
C -0.0235 1.1789 0.7426
C -1.8232 -0.2248 -0.1544
C -0.4446 -0.0534 0.1346
C 1.6844 -1.6505 -2.7498
C 1.3772 -1.2441 1.1682
C 0.6470 -1.1239 -0.1412
O 2.6819 0.5671 -0.8973
O 0.8160 -0.3057 -2.5001
S 1.9282 -0.6379 -1.3112
H -2.9003 2.7105 1.0542
H -0.5867 3.1519 1.3259
H -3.7375 0.3382 0.4157
H 1.0449 1.2087 0.9833
H -2.0999 -1.2680 -0.5301
H 2.4004 -1.3504 -3.6092
H 2.3900 -1.5695 1.0293
H 1.3192 -0.3205 1.6989
H 1.0357 -2.0802 1.8173
H 0.1963 -2.0393 -0.6108
```

***

C9H10O3 | the ωB97M-V functional and the def2-TZVPD basis

Results
Total energy   -15634.2942 eV
Energy above the lowest of the compared OMol25 structures with the same formula, charge and spin   85.5 kcal/mol
E_HOMO   -7.830 eV
LUMO   -0.66 eV
SMILES   C=CCC1=C(CC)C(=O)OC1=O
HOMO-LUMO gap   7.17 eV

```
22
C9H10O3, DFT the ωB97M-V functional and the def2-TZVPD basis
C -1.5713 1.5540 -2.2589
C -0.3497 0.9093 -2.3694
C 0.4817 0.5686 -1.1337
C -0.1568 -0.5607 -0.3590
C -0.0620 -0.8278 0.9452
C 0.6485 -0.2100 2.0943
C 1.7723 0.7745 1.7650
C -0.9302 -2.0233 1.2070
O -1.1030 -2.5418 2.2797
O -1.5106 -2.4442 0.0416
C -1.0369 -1.5999 -0.9552
O -1.3381 -1.7793 -2.1000
H -1.6626 2.5986 -2.5280
H -2.4178 0.9896 -1.8718
H -0.0035 0.6197 -3.3601
H 1.4813 0.2836 -1.4500
H 0.5123 1.4736 -0.5547
H -0.0584 0.2300 2.7962
H 1.1005 -1.0321 2.6511
H 2.2532 1.0573 2.6990
H 1.4326 1.6927 1.3033
H 2.5185 0.2676 1.1585
```

***

C9H11BO2 | the ωB97M-V functional and the def2-TZVPD basis

Results
Total energy   -14283.3870 eV
Energy above the lowest of the compared OMol25 structures with the same formula, charge and spin   28.4 kcal/mol
E_HOMO   -8.534 eV
LUMO   0.23 eV
SMILES   C=C[C@@H](B(O)O)c1ccccc1
HOMO-LUMO gap   8.76 eV

```
23
C9H11BO2, DFT the ωB97M-V functional and the def2-TZVPD basis
B -0.0944 -0.1130 -2.0740
C 2.1573 0.2321 2.0331
C 1.6178 1.2670 1.1985
C 1.5028 -1.0112 1.9417
C 0.6406 0.9954 0.3081
C 0.5083 -1.2302 1.0282
C 0.0157 -0.2172 0.2900
C -2.8927 0.1388 0.6496
C -2.1579 0.3631 -0.4579
C -1.0018 -0.5307 -0.7425
O -0.5463 0.7704 -3.0644
O 1.0808 -0.7770 -2.1268
H 3.0232 0.4384 2.6990
H 2.1888 2.2400 1.0562
H 1.9087 -1.8377 2.5869
H 0.2041 1.7091 -0.3207
H 0.0540 -2.2252 0.8907
H -3.8954 0.7060 0.8154
H -2.7877 -0.7073 1.3492
H -2.2651 1.1686 -1.1134
H -1.2963 -1.6373 -0.5956
H 0.1814 0.9574 -3.7815
H 1.8541 -0.6995 -2.5698
```

***

C9H11BO3 | the ωB97M-V functional and the def2-TZVPD basis

Results
Total energy   -16330.1763 eV
Energy above the lowest of the compared OMol25 structures with the same formula, charge and spin   48.7 kcal/mol
E_HOMO   -9.476 eV
LUMO   -0.71 eV
SMILES   O=C1B(O)CCc2ccccc21.O
HOMO-LUMO gap   8.76 eV

```
24
C9H11BO3, DFT the ωB97M-V functional and the def2-TZVPD basis
B -1.6520 0.2303 -0.3398
C 3.4449 0.5484 0.0727
C 2.9278 1.1197 1.2272
C 2.5385 -0.1370 -0.7307
C 1.5884 1.0483 1.5809
C 1.1738 -0.2155 -0.4599
C 0.7034 0.3634 0.7074
C 0.2687 -1.1005 -1.3474
C -1.0121 -0.4288 -1.8339
C -0.7745 0.5918 0.8734
O -4.1797 2.3517 1.6280
O -2.9804 0.3845 -0.1891
O -1.2638 1.2211 1.7903
H 4.4875 0.8124 -0.2535
H 3.5371 1.4308 2.1312
H 3.0617 -0.5357 -1.6214
H 1.3650 1.3569 2.6121
H 0.9648 -1.6724 -2.0373
H -0.1002 -1.8542 -0.5233
H -0.8615 0.4863 -2.5939
H -1.7311 -1.1215 -2.3083
H -4.1843 1.3769 1.5822
H -3.6083 0.2950 -0.9116
H -3.2873 2.5685 1.6882
```

***

Which of these has the lowest total energy? C9H10NO3S2

***

The highest total energy belongs to which entry? C9H11BO2

***

The highest total energy belongs to which entry? C9H11BO2

***

Copy entry 2 word for word.
C9H10NO5 | the ωB97M-V functional and the def2-TZVPD basis

Results
Total energy   -21216.2001 eV
<S²>   2.01
2S+1   3
Energy above the lowest of the compared OMol25 structures with the same formula, charge and spin   79.3 kcal/mol
E_HOMO (alpha / beta)   -2.094 / -3.975 eV
Net charge   -1
LUMO (alpha / beta)   3.50 / 1.60 eV
HOMO-LUMO gap (alpha / beta)   5.60 / 5.57 eV

```
25
C9H10NO5, DFT the ωB97M-V functional and the def2-TZVPD basis
C -2.9576 1.7179 0.3114
C -1.3982 -1.6698 0.6695
C -0.7779 -1.4385 -1.5919
C -0.9509 1.7668 -1.0462
C 0.0025 1.5489 0.1390
C -2.3294 1.2960 -0.7260
C -0.6938 -0.7757 0.1407
C 3.1081 -0.8516 0.4556
C 1.9163 -1.1907 1.2964
N 0.3187 0.1783 0.3130
O -1.8771 -1.3469 -2.0669
O -3.7132 2.0353 1.1386
O -2.3689 -2.3627 0.9178
O 0.3594 -1.7433 -1.8711
O 0.9878 -0.0848 1.4861
H -0.8960 2.8360 -1.3215
H -0.4941 1.0531 -1.7583
H 0.9540 1.9551 -0.2613
H -0.2690 2.1495 1.0233
H -2.5843 0.4806 -1.3609
H 2.8855 -0.4375 -0.5490
H 3.5280 0.0818 0.9691
H 3.7189 -1.7064 0.3860
H 2.2516 -1.4655 2.3022
H 1.2797 -2.0257 1.0043
```